11
Properties=species:S:1:pos:R:3:forces:R:3 method="wB97M-V/def2-TZVPD" de_lowest_kcal_mol=3.94 energy_ha=-1609.95917 e_lumo_ev=0.6 smiles="ClC=C(Cl)Cl.C=C=O" e_homo_ev=-9.51 homo_lumo_gap_ha=0.373 max_force_ev_per_a=1.8
Cl 2.0652 -2.1748 -0.2615 -0.1802 -0.4215 -0.6382
Cl 3.4024 -0.3280 1.7067 0.0062 0.0379 0.8052
Cl 3.2906 1.9436 -0.0440 -0.2256 -1.0680 -0.3784
O -0.6638 -0.3123 -2.1734 -0.3571 0.5864 0.1433
C -1.1822 0.3036 -1.3374 0.8784 -1.0710 0.2471
C 2.9557 0.2203 0.1676 0.6752 1.5638 0.5993
C -1.6204 0.9441 -0.2709 0.0928 -0.2026 -1.4376
C 2.4634 -0.5862 -0.7423 0.2331 0.2427 -0.9288
H -2.1317 1.8191 -0.5434 -0.3721 1.4894 -0.0251
H -2.0853 0.3706 0.4739 -0.1888 -0.8112 1.0802
H 2.4454 -0.2797 -1.7950 -0.5620 -0.3458 0.5330

=====

13
Properties=species:S:1:pos:R:3:forces:R:3 method="wB97M-V/def2-TZVPD" de_lowest_kcal_mol=59.88 energy_ha=-2530.31382 e_lumo_ev=0.0 smiles="CC(OC(Cl)(Cl)Cl)=C(Cl)Cl" e_homo_ev=-8.63 homo_lumo_gap_ha=0.318 max_force_ev_per_a=4.3
Cl -2.0527 -3.7032 0.2579 0.5118 0.1484 -0.1694
Cl -3.4903 1.3557 -1.6023 -0.2773 0.0354 -0.2511
Cl 0.5320 -2.7752 -0.9086 0.3602 -0.4325 0.1706
Cl -2.7870 1.9898 1.1081 -0.8900 -1.2902 -0.4011
Cl -5.0603 0.1629 0.4983 -1.1249 0.0882 0.5396
O -2.7867 -0.7094 -0.0015 -0.5446 -0.1915 0.3706
C -3.5647 0.7182 0.0130 3.9869 -1.6176 -0.3350
C -0.9786 -2.4129 -0.2121 -2.7365 1.5239 -0.2804
C -1.4707 -1.1434 -0.3280 0.2991 1.5255 1.6933
C -0.5925 0.0400 -0.5874 1.4287 -0.7950 -1.7636
H -0.9926 0.8928 -0.0056 1.0248 -0.5493 -0.3947
H -0.8484 0.1843 -1.6700 0.7166 0.6992 0.6268
H 0.5712 -0.2093 -0.5330 -2.7548 0.8555 0.1942

=====

11
Properties=species:S:1:pos:R:3:forces:R:3 method="wB97M-V/def2-TZVPD" de_lowest_kcal_mol=69.92 energy_ha=-1167.09731 e_lumo_ev=0.4 smiles=N#C[C@H]1[C@@H](S)[C@@]1(F)Cl e_homo_ev=-9.67 homo_lumo_gap_ha=0.371 max_force_ev_per_a=6.5
Cl 1.7098 0.1368 -1.2209 -1.1426 0.5898 1.1420
S -1.6794 -1.2973 -0.4158 -1.0353 0.7519 -0.8392
F 1.8788 -0.3071 1.3165 -0.1725 0.3384 -0.6307
N -1.6810 2.1698 -0.3197 1.9739 -3.2221 2.4163
C -0.3252 -0.8079 0.6551 0.4248 -2.0602 0.2797
C -1.1044 1.3643 0.3388 -2.4541 5.6485 -2.0484
C 0.9196 0.0210 0.3601 0.3738 -2.2674 0.1456
C -0.2918 0.5337 1.1388 0.0487 2.2999 -5.1708
H 0.0043 0.7403 2.0517 0.5846 1.3676 4.5129
H -0.0623 -1.3652 1.5626 -0.6367 -1.2011 -0.9315
H -2.4685 -0.0350 -0.7743 2.0354 -2.2453 1.1240

=====

10
Properties=species:S:1:pos:R:3:forces:R:3 method="wB97M-V/def2-TZVPD" de_lowest_kcal_mol=0.11 energy_ha=-723.92450 e_lumo_ev=0.3 smiles=Clc1ccncn1 e_homo_ev=-10.32 homo_lumo_gap_ha=0.391 max_force_ev_per_a=2.1
Cl 0.9530 2.5108 -1.0884 0.0846 -0.2642 -0.0112
N -0.3407 0.2577 -1.4557 0.3346 0.1967 1.2113
N -0.6712 -1.3929 0.2821 0.3481 1.1142 -0.9592
C 0.3825 0.9556 -0.5638 -0.7714 -0.1437 -0.2254
C 0.5956 0.5796 0.7626 -0.4755 -1.3523 -1.5694
C -0.8712 -0.8591 -0.9585 0.5674 -0.2712 1.8419
C 0.1084 -0.6737 1.1156 -1.1627 0.0752 -1.6701
H -1.5747 -1.4085 -1.5465 -0.1174 -0.1847 -0.6200
H 1.1906 1.1576 1.3884 0.7822 0.9433 1.0578
H 0.2277 -1.1271 2.0642 0.4102 -0.1132 0.9443

=====

11
Properties=species:S:1:pos:R:3:forces:R:3 method="wB97M-V/def2-TZVPD" de_lowest_kcal_mol=109.60 energy_ha=-1121.93178 e_lumo_ev=-1.5 e_homo_ev=-9.30 homo_lumo_gap_ha=0.285 max_force_ev_per_a=13.1
Cl -0.9992 1.8675 -0.2284 0.8784 -1.3856 -0.0188
S 1.7898 -1.4509 -0.2403 1.1661 -2.6530 -0.3613
N -3.7379 -1.3423 -0.3278 10.8270 6.3637 3.6482
N 1.8914 1.0852 -0.2074 7.3094 7.0795 6.1315
C -2.5831 -0.7312 0.0240 -10.4696 -6.7312 -3.9075
C -1.1526 -0.8052 0.0403 0.1777 -0.0945 1.3620
C -0.2826 0.1903 -0.0907 -1.2019 1.8153 -1.2501
C 1.2002 0.0161 -0.2491 -4.3738 -1.1266 1.5094
H -0.7104 -1.7433 0.3926 -0.3774 -0.0331 -0.6890
H 1.6521 2.0943 0.4433 -0.3145 -4.0486 -3.0013
H 2.9322 0.8194 0.4435 -3.6214 0.8141 -3.4232

=====

11
Properties=species:S:1:pos:R:3:forces:R:3 method="wB97M-V/def2-TZVPD" de_lowest_kcal_mol=21.69 energy_ha=-1122.07188 e_lumo_ev=0.0 smiles="N#C[C@@]1(Cl)CNC1=S" e_homo_ev=-9.13 homo_lumo_gap_ha=0.334 max_force_ev_per_a=0.9
Cl -1.4662 1.1488 -0.6735 -0.0322 -0.0243 -0.0074
S 1.0415 -1.5013 -1.4191 -0.0700 0.2712 0.2247
N 1.7453 0.5438 0.2614 -0.0112 0.0484 -0.1056
N -1.4832 -1.2139 2.1191 0.4243 0.5693 -0.6268
C -0.9784 -0.5234 1.3435 -0.4228 -0.5326 0.5513
C 0.7548 1.3031 1.0264 0.2187 0.1329 0.3794
C -0.3089 0.3554 0.3950 0.1269 0.0995 0.0382
C 0.8912 -0.2961 -0.3514 0.1182 -0.3705 -0.2447
H 0.8718 1.1836 2.1160 -0.1385 0.2071 -0.4125
H 2.7512 0.6081 0.1714 -0.2121 0.0141 0.0340
H 0.6515 2.3563 0.7238 -0.0013 -0.4151 0.1694

=====

11
Properties=species:S:1:pos:R:3:forces:R:3 method="wB97M-V/def2-TZVPD" de_lowest_kcal_mol=49.86 energy_ha=-1122.02699 e_lumo_ev=-0.6 smiles=N#C[C@H](S)[C@@H](Cl)C#N e_homo_ev=-10.42 homo_lumo_gap_ha=0.361 max_force_ev_per_a=7.1
Cl 1.6955 -1.1128 -0.2882 -0.1289 1.0296 1.1454
S -1.3592 -1.6721 0.2563 -0.9057 1.6807 -0.5296
N -2.4498 2.1300 -0.1850 4.3076 -5.6735 -0.3623
N 1.9655 2.3260 0.0619 -2.7811 -2.9326 1.6264
C -0.6860 0.0445 -0.3568 -1.9235 -0.5828 3.2485
C -1.7028 1.1726 -0.2562 -2.7280 4.0142 0.1804
C 1.2564 1.4368 0.4028 3.2654 3.3350 -2.2608
C 0.5693 0.1673 0.4955 0.2103 -0.3155 2.3543
H -0.4220 -2.3055 -0.4176 0.2443 -0.3979 -0.2529
H -0.2348 -0.1221 -1.2611 -0.1724 0.0567 -2.9679
H 0.3493 -0.0206 1.6283 0.6120 -0.2137 -2.1815

=====

9
Properties=species:S:1:pos:R:3:forces:R:3 method="wB97M-V/def2-TZVPD" de_lowest_kcal_mol=73.05 energy_ha=-689.50842 e_lumo_ev=0.1 smiles="O=C(Cl)C1=CC1" e_homo_ev=-9.50 homo_lumo_gap_ha=0.353 max_force_ev_per_a=6.2
Cl -2.3248 0.1913 1.0710 -1.2605 -0.2988 1.9192
O -2.1296 0.8084 -1.4173 -1.5778 0.4577 -0.6328
C -0.0105 0.3281 -0.3423 1.9867 0.0481 1.9121
C 1.3683 0.3452 -0.4259 -3.4718 0.6417 0.2115
C -1.6445 0.5553 -0.3817 5.7403 -0.1182 -2.2714
C 0.7713 -0.6366 0.5722 0.1601 -1.0812 -2.0196
H 2.3354 0.7438 -0.8443 -1.5556 -0.3572 0.5021
H 0.8996 -0.7071 1.6615 -0.1120 0.9324 -0.3713
H 0.7349 -1.6284 0.1068 0.0905 -0.2246 0.7503

=====

9
Properties=species:S:1:pos:R:3:forces:R:3 method="wB97M-V/def2-TZVPD" de_lowest_kcal_mol=3.19 energy_ha=-689.61976 e_lumo_ev=1.0 smiles=Clc1ccoc1 e_homo_ev=-9.16 homo_lumo_gap_ha=0.374 max_force_ev_per_a=1.8
Cl -2.6919 -0.1168 -0.0413 1.4210 -0.2317 0.2635
O 1.1825 -0.8083 -0.0687 -0.0667 -0.7433 0.4413
C -0.9094 -0.1597 0.0508 -1.6287 0.4504 -0.4600
C 1.1694 0.5326 -0.0395 0.0961 0.9546 0.0803
C -0.1057 1.0218 0.0080 0.9493 -0.6603 -0.0259
C -0.1071 -1.2475 0.0103 -0.0004 1.0276 -0.0001
H 2.1564 1.0101 0.0038 -0.6880 -0.2626 -0.2194
H -0.2997 -2.2906 0.0817 0.0664 -0.4284 -0.1607
H -0.3945 2.0586 -0.0051 -0.1489 -0.1063 0.0809

=====

10
Properties=species:S:1:pos:R:3:forces:R:3 method="wB97M-V/def2-TZVPD" de_lowest_kcal_mol=9.45 energy_ha=-764.86386 e_lumo_ev=0.4 smiles="O=C1OCC=C1Cl" e_homo_ev=-10.01 homo_lumo_gap_ha=0.382 max_force_ev_per_a=3.2
Cl -2.9184 1.1986 1.9397 -1.3571 0.9362 1.3289
O -2.8026 -2.0014 1.5223 0.2772 0.0069 -0.5732
O -0.8804 -1.6672 0.2779 -1.7782 -0.5052 1.4873
C -1.9706 -1.2835 1.0684 1.2781 1.0233 0.5031
C -1.7477 0.2219 1.3315 1.0089 -1.8440 -2.3468
C -0.6731 0.6275 0.6465 -0.1402 1.3894 1.6005
C -0.1332 -0.5354 -0.0877 0.6753 -0.2079 0.8830
H 0.9127 -0.7698 -0.0511 0.7010 0.0222 0.8112
H -0.3003 -0.4882 -1.0980 -0.4820 0.9164 -2.8156
H -0.3247 1.7034 0.7795 -0.1831 -1.7374 -0.8783

=====

9
Properties=species:S:1:pos:R:3:forces:R:3 method="wB97M-V/def2-TZVPD" de_lowest_kcal_mol=38.88 energy_ha=-939.34138 e_lumo_ev="-5.3 / -5.2" e_homo_ev="-11.99 / -12.05" total_charge=+1 homo_lumo_gap_ha="0.245 / 0.252" multiplicity=8 max_force_ev_per_a=4.3
Eu -1.3265 0.8345 -1.3336 -0.0389 -2.5489 -2.0966
O -0.9695 2.1554 0.1949 -1.3958 3.7873 1.3683
C 0.8717 -2.0058 -0.3144 0.0016 0.3314 0.1763
C 0.2578 0.3413 0.6580 -0.1190 -0.0376 -0.3669
C 0.4906 -0.8103 0.1049 0.1831 -0.2184 -0.0938
C -0.0398 1.5614 1.0916 0.9843 -1.5205 0.6256
H 1.5932 -2.5831 0.2688 -0.2201 0.1198 -0.2087
H -1.3827 2.9403 0.5785 0.4956 0.0599 0.2786
H 0.5052 -2.4338 -1.2487 0.1092 0.0268 0.3173

=====

8
Properties=species:S:1:pos:R:3:forces:R:3 method="wB97M-V/def2-TZVPD" de_lowest_kcal_mol=15.25 energy_ha=-253.96230 e_lumo_ev=1.0 e_homo_ev=-9.63 homo_lumo_gap_ha=0.392 max_force_ev_per_a=8.0
F 1.8432 -1.1759 -0.0259 -0.5041 -1.1251 0.1858
C -1.0737 -0.1561 0.0269 7.1570 3.4521 -0.5606
C -2.0662 -0.7637 -0.0584 -4.8844 -1.2669 0.5731
C 1.5115 0.0988 0.0112 -2.3757 -0.4513 -0.3265
C 0.2761 0.6142 -0.0404 -1.6205 -2.7560 0.4942
H 0.2512 1.6706 -0.0898 -0.3299 0.8425 0.1011
H 2.3883 0.6312 0.0553 1.6328 1.8270 -0.0235
H -3.1303 -0.9192 0.1210 0.9248 -0.5223 -0.4435

=====

8
Properties=species:S:1:pos:R:3:forces:R:3 method="wB97M-V/def2-TZVPD" de_lowest_kcal_mol=34.97 energy_ha=-253.93088 e_lumo_ev=0.6 e_homo_ev=-8.89 homo_lumo_gap_ha=0.348 max_force_ev_per_a=5.0
F -1.4112 -1.2799 -0.1208 -0.9082 1.0356 1.0402
C 0.8768 -0.0159 -0.1121 3.4259 -1.2282 -0.2069
C -1.4206 0.0470 0.1006 0.4011 4.3532 -0.6636
C 1.9188 -0.6039 0.0799 2.0581 -2.9717 -0.8733
C -0.2555 0.7496 -0.1615 -3.5484 -3.3587 1.1498
H -0.1622 1.7686 -0.2286 -0.3164 2.3161 0.2057
H 2.7939 -1.4531 -0.0059 -2.7559 3.0314 0.4896
H -2.3400 0.7877 0.4484 1.6438 -3.1777 -1.1415

=====

10
Properties=species:S:1:pos:R:3:forces:R:3 method="wB97M-V/def2-TZVPD" de_lowest_kcal_mol=21.62 energy_ha=-408.65124 e_lumo_ev=0.4 smiles="CC(C#N)=C(F)F" e_homo_ev=-10.27 homo_lumo_gap_ha=0.392 max_force_ev_per_a=4.0
F -2.2848 -2.0247 -0.0914 0.0548 2.4656 -0.1094
F -3.7029 -0.3275 0.0628 -0.6485 -0.8636 -0.4518
N -2.1194 2.7800 -0.0941 0.3805 -0.8675 0.3953
C -2.4429 -0.6736 -0.0521 -0.7891 -0.7402 1.1611
C -1.5614 0.2982 0.1036 2.6352 -1.2015 -0.5251
C -0.0727 0.1443 0.0251 2.1297 -1.2717 3.2011
C -1.8679 1.6625 0.0723 -1.8027 1.8914 -0.4722
H 0.5130 0.9331 0.6140 -1.2160 -0.9466 -0.7311
H 0.3833 -0.8407 0.3754 -1.1765 0.9773 0.0316
H 0.3157 0.1632 -0.9283 0.4327 0.5568 -2.4996

=====

16
Properties=species:S:1:pos:R:3:forces:R:3 method="wB97M-V/def2-TZVPD" de_lowest_kcal_mol=12.98 energy_ha=-818.86139 e_lumo_ev=-0.8 smiles="COC(=O)[C@](C#N)(N(F)F)[N+](=O)[O-]" e_homo_ev=-10.70 homo_lumo_gap_ha=0.365 max_force_ev_per_a=4.7
F -1.5600 2.7486 0.5682 0.3127 -0.6345 -0.4182
F -1.0625 1.4856 2.2359 0.0559 -0.3717 -0.4885
O 0.9276 -0.3166 -0.8462 1.5414 -0.7487 -1.5303
O -0.7509 -1.8956 0.4458 0.3940 -2.1700 -0.0123
O 1.1870 0.6546 1.1700 2.2870 0.2512 1.8390
O -2.3321 -1.0413 1.6364 -2.2422 -0.4986 1.9201
N -1.4783 -1.0761 0.8681 1.9604 3.4986 -2.5156
N -1.6635 1.4275 0.9965 -1.2266 1.1253 0.8331
N -1.5749 0.5682 -2.3339 0.1997 -0.0766 1.0114
C 2.2306 -0.9162 -0.9443 2.4545 1.2626 0.0877
C -1.3213 0.5364 -1.2065 -1.7695 0.5262 -2.5965
C -0.9885 0.5197 0.1461 2.2828 -2.0462 1.9795
C 0.6022 0.2777 0.2365 -3.6938 1.3128 -0.1437
H 3.1321 -0.1269 -0.9216 -2.2434 -1.3163 0.4491
H 2.3014 -1.2408 -2.0193 -0.2999 -0.6566 1.5479
H 2.3510 -1.6048 -0.0318 -0.0130 0.5424 -1.9625

=====

11
Properties=species:S:1:pos:R:3:forces:R:3 method="wB97M-V/def2-TZVPD" de_lowest_kcal_mol=4.46 energy_ha=-806.81005 e_lumo_ev=0.2 smiles="CS/C(F)=C(/F)C#N" e_homo_ev=-8.90 homo_lumo_gap_ha=0.334 max_force_ev_per_a=3.7
S 0.6423 0.8765 -0.1220 0.2656 2.7534 -0.1008
F 0.0021 -1.5967 0.0076 -0.8874 0.5307 0.0192
F -2.6996 -1.1991 0.5203 0.2593 0.2944 0.0296
N -2.5928 2.2484 0.2966 0.2934 -1.2523 -0.2613
C -2.3013 1.1220 0.2760 -1.5565 3.2475 0.6545
C -0.5160 -0.3416 0.0476 -1.5947 -2.1466 1.1397
C 2.1132 -0.1015 -0.3125 1.7957 -0.4410 -1.0114
C -1.8499 -0.1655 0.3764 2.8394 -2.0245 -1.3014
H 3.1575 0.4710 -0.4194 -2.8327 -0.6989 0.2562
H 1.8931 -0.6293 -1.3023 1.0157 0.0014 1.7510
H 2.1513 -0.6841 0.6319 0.4022 -0.2642 -1.1753

=====

12
Properties=species:S:1:pos:R:3:forces:R:3 method="wB97M-V/def2-TZVPD" de_lowest_kcal_mol=71.11 energy_ha=-1250.05852 e_lumo_ev="-1.9 / -1.2" e_homo_ev="-9.10 / -8.92" homo_lumo_gap_ha="0.265 / 0.285" max_force_ev_per_a=4.5
S 1.3622 2.0279 0.3373 -0.5289 0.2659 -0.3683
S -0.5061 2.4472 -0.1503 0.6388 0.5700 0.4978
F -1.5070 -0.2154 -1.1542 -0.1155 0.1482 -0.2692
F -2.2822 -1.9486 -0.1931 0.3538 -0.2810 0.4147
F -2.5077 -0.0455 0.7741 0.7498 -0.2024 0.0001
C 1.4517 0.4045 -0.4559 -1.5602 -0.4950 2.9100
C -0.3121 -0.9634 0.6653 -2.1906 -1.0364 1.1025
C 0.9063 -0.6361 0.6618 4.2734 1.4026 -0.1329
C -1.6385 -0.7946 0.0580 -0.6090 0.1053 -0.7166
H 1.7979 -0.8999 1.4486 -2.5900 0.3549 -1.8727
H 0.8363 0.5429 -1.2982 -0.7465 -0.5162 -0.9628
H 2.3992 0.0810 -0.6934 2.3249 -0.3159 -0.6025

=====

15
Properties=species:S:1:pos:R:3:forces:R:3 method="wB97M-V/def2-TZVPD" de_lowest_kcal_mol=74.15 energy_ha=-883.26712 e_lumo_ev="-1.8 / -3.5" e_homo_ev="-9.98 / -9.07" homo_lumo_gap_ha="0.302 / 0.203" max_force_ev_per_a=3.4
F -3.7645 -0.7827 1.5857 -1.7100 0.7765 -1.9206
F 0.2684 -1.3791 4.5033 0.3802 -0.6504 -1.3592
F -2.7117 0.0794 3.2101 0.2517 0.1861 0.1130
F 1.5788 -0.6069 2.9007 -1.5323 -1.6755 0.8006
F -2.7239 -2.0544 2.8322 0.9102 0.0041 0.2949
F 0.6591 -2.5858 2.6568 0.1886 -0.5498 0.6443
O -2.3407 -0.1451 -0.4927 0.8393 0.3196 1.2345
N -1.4184 -0.7230 1.5053 -0.1296 -0.2051 0.9441
C 0.6314 -1.4811 3.2632 -0.1679 3.2228 -1.2156
C -1.3480 -0.3959 0.2022 0.5189 -1.7066 -2.4898
C -2.6494 -0.8262 2.2034 1.5636 -0.8365 1.8422
C -0.0195 -0.7019 -0.6313 -1.5099 1.8910 0.1000
H 0.1945 -1.7597 -0.8026 -0.2837 0.2044 0.2332
H 0.8502 -0.1551 -0.2979 0.3836 -0.1587 0.6095
H -0.2892 -0.1662 -1.5646 0.2974 -0.8219 0.1690

=====

11
Properties=species:S:1:pos:R:3:forces:R:3 method="wB97M-V/def2-TZVPD" de_lowest_kcal_mol=75.01 energy_ha=-438.74814 e_lumo_ev=0.5 smiles="C=C(F)c1conn1" e_homo_ev=-9.69 homo_lumo_gap_ha=0.375 max_force_ev_per_a=3.1
F 1.6615 -1.2717 0.1532 -0.0864 -0.4190 -0.3329
O -2.5208 -0.6899 0.0008 0.6227 0.2703 0.5004
N -1.1425 0.9866 0.0647 -1.8244 0.0959 0.2162
N -2.3916 0.7233 0.1467 2.3576 -0.2914 -0.7567
C 1.0619 -0.0802 -0.0311 -0.6296 -0.9692 0.4269
C -1.2765 -1.1631 -0.0659 0.2083 -2.0315 -0.2436
C -0.3786 -0.1609 -0.0802 -1.3971 0.7465 0.5601
C 1.7745 0.9964 -0.0189 2.6663 1.6131 -0.3806
H -1.1059 -2.2666 -0.0640 -0.4614 1.2701 -0.1491
H 2.8791 0.9108 -0.0165 -0.8196 -0.1710 0.2518
H 1.4388 2.0153 -0.0887 -0.6364 -0.1139 -0.0924

=====

9
Properties=species:S:1:pos:R:3:forces:R:3 method="wB97M-V/def2-TZVPD" de_lowest_kcal_mol=35.58 energy_ha=-329.22923 e_lumo_ev=1.0 smiles=Fc1ccoc1 e_homo_ev=-8.90 homo_lumo_gap_ha=0.364 max_force_ev_per_a=5.2
F -0.5831 1.6447 1.6386 1.0741 -1.5018 -1.1781
O -0.2769 -0.2218 -1.4766 1.1481 -0.1757 4.6601
C 0.3313 -0.5854 0.7912 0.3974 -1.3401 0.1259
C -0.4453 0.8594 -0.6770 0.0765 -0.8111 2.6371
C -0.1913 0.7086 0.6930 -1.2380 1.0389 -2.7073
C 0.2091 -1.1573 -0.4460 2.5131 -1.4762 -4.2658
H 0.8759 -1.9582 -1.1244 -2.1842 1.8118 2.7624
H -0.7802 1.7401 -1.0280 -1.3890 2.5623 -1.8439
H 0.8603 -1.0300 1.6292 -0.3980 -0.1082 -0.1905